(1)
The following is a quantum chemistry calculation of the molecule C20H22N6O4S, from the Open Molecules 2025 dataset.

Last column: natural (NBO) charge in e.
Geometry (Å):
C1 6.715 0.532 0.301  -0.25
O1 5.451 0.773 0.874  -0.49
C2 4.341 0.420 0.179  0.30
C3 4.337 -0.214 -1.062  -0.30
C4 3.137 -0.533 -1.673  -0.16
C5 1.927 -0.232 -1.075  -0.27
C6 1.936 0.399 0.163  0.13
N1 0.721 0.719 0.816  -0.40
C7 0.119 0.064 1.851  0.36
C8 0.490 -1.309 2.289  -0.49
C9 -0.184 -2.217 1.291  0.30
C10 -1.499 -2.507 1.351  -0.40
C11 -2.149 -3.225 0.273  0.66
O2 -3.326 -3.499 0.206  -0.60
N2 -1.282 -3.593 -0.755  -0.63
C12 0.050 -3.309 -0.859  0.80
O3 0.741 -3.616 -1.799  -0.62
N3 0.572 -2.657 0.244  -0.61
N4 -0.933 0.725 2.250  -0.29
N5 -1.055 1.817 1.490  -0.28
C13 -0.083 1.809 0.624  0.16
S1 0.098 2.919 -0.716  0.26
C14 -0.768 1.894 -1.986  -0.60
C15 -1.612 0.814 -1.327  0.68
O4 -1.198 -0.339 -1.257  -0.67
N6 -2.794 1.185 -0.840  -0.42
C16 -3.305 2.542 -0.741  -0.22
C17 -4.628 2.389 0.007  -0.40
C18 -4.386 1.152 0.869  -0.42
C19 -3.611 0.250 -0.081  -0.21
C20 3.125 0.724 0.792  -0.22
H1 7.439 0.914 1.018  0.21
H2 6.832 1.062 -0.649  0.18
H3 6.888 -0.538 0.147  0.18
H4 5.262 -0.461 -1.558  0.23
H5 3.142 -1.032 -2.629  0.23
H6 0.990 -0.494 -1.540  0.27
H7 1.573 -1.444 2.285  0.24
H8 0.092 -1.475 3.288  0.27
H9 -2.112 -2.162 2.166  0.25
H10 -1.706 -4.043 -1.559  0.43
H11 1.544 -2.387 0.165  0.43
H12 -1.361 2.586 -2.579  0.24
H13 -0.003 1.428 -2.606  0.24
H14 -3.439 2.983 -1.733  0.20
H15 -2.607 3.157 -0.165  0.22
H16 -4.865 3.274 0.593  0.22
H17 -5.442 2.203 -0.696  0.20
H18 -5.304 0.690 1.221  0.22
H19 -3.755 1.409 1.720  0.23
H20 -2.970 -0.472 0.424  0.23
H21 -4.276 -0.294 -0.760  0.20
H22 3.132 1.220 1.751  0.23

Computed properties:
HOMO energy (eV): -8.9
Frontier orbital gap (eV): 9.3
SMILES string: COc1cccc(-n2c(Cc3cc(=O)[nH]c(=O)[nH]3)nnc2SCC(=O)N2CCCC2)c1
M (g mol⁻¹): 442.50
E_LUMO (eV): 0.47

***

(2)
The following is a quantum chemistry calculation of a cluster of 3 separate species, C6H16N2O in total, from the Open Molecules 2025 dataset.

Last column: natural (NBO) charge in e.
Geometry (Å):
C1 -1.937 -0.253 1.011  0.19
C2 -0.203 -0.153 -0.902  0.08
C3 0.143 -0.065 0.456  -0.16
C4 1.982 -0.091 -1.185  -0.50
C5 0.524 1.197 1.174  -0.66
C6 2.994 -0.778 -0.306  -0.65
N1 -2.844 -1.238 0.492  -0.87
N2 -0.817 0.849 -1.609  -0.82
O1 -2.453 1.035 0.743  -0.77
H1 -3.408 1.002 0.928  0.47
H2 -1.819 -0.408 2.090  0.13
H3 -0.362 -1.151 -1.298  0.20
H4 0.509 -0.989 0.888  0.22
H5 -2.624 -2.167 0.832  0.37
H6 -2.847 -1.255 -0.525  0.35
H7 -1.588 0.570 -2.199  0.38
H8 -1.037 1.695 -1.098  0.40
H9 1.893 -0.557 -2.168  0.18
H10 2.162 0.977 -1.307  0.18
H11 0.064 2.120 0.821  0.22
H12 1.592 1.421 1.133  0.22
H13 0.253 1.129 2.230  0.22
H14 2.688 -1.800 -0.058  0.20
H15 3.149 -0.239 0.634  0.20
H16 3.987 -0.851 -0.776  0.21

Computed properties:
HOMO energy (alpha / beta) (eV): -6.1 / -6.1
Frontier orbital gap (alpha / beta) (eV): 6.9 / 6.9
M (g mol⁻¹): 132.21
E_LUMO (alpha / beta) (eV): 0.79 / 0.79

***

(3)
The following is a quantum chemistry calculation of a cluster of 2 separate species, C27H32N2O5S in total, from the Open Molecules 2025 dataset.

Last column: natural (NBO) charge in e.
Geometry (Å):
C1 0.870 -4.627 0.914  -0.41
N1 2.084 -3.808 0.828  -0.27
C2 2.275 -2.436 0.913  0.35
C3 1.227 -1.444 1.136  0.45
C4 -0.153 -1.828 1.022  -0.37
C5 -1.153 -1.180 1.684  0.04
C6 -2.515 -1.646 1.733  -0.13
C7 -3.319 -1.391 2.861  -0.14
C8 -4.570 -1.950 2.977  -0.22
C9 -5.071 -2.750 1.963  -0.17
C10 -4.315 -2.984 0.826  -0.23
C11 -3.056 -2.447 0.711  -0.09
O1 1.507 -0.284 1.474  -0.52
N2 3.646 -2.217 0.886  -0.27
C12 4.409 -0.914 0.910  0.15
C13 5.908 -1.165 0.706  -0.62
C14 4.203 -0.236 2.267  -0.64
C15 3.894 -0.040 -0.234  -0.64
C16 4.271 -3.451 0.766  -0.04
C17 3.320 -4.413 0.728  -0.04
H1 1.130 -5.646 1.201  0.23
H2 0.198 -4.238 1.675  0.25
H3 0.365 -4.668 -0.050  0.23
H4 -0.397 -2.703 0.454  0.20
H5 -0.875 -0.346 2.307  0.24
H6 -2.918 -0.795 3.663  0.22
H7 -5.151 -1.788 3.872  0.22
H8 -6.051 -3.189 2.057  0.22
H9 -4.710 -3.599 0.034  0.22
H10 -2.480 -2.619 -0.180  0.20
H11 6.090 -1.685 -0.234  0.21
H12 6.464 -0.229 0.682  0.25
H13 6.314 -1.770 1.515  0.21
H14 3.153 0.003 2.415  0.27
H15 4.510 -0.896 3.076  0.20
H16 4.773 0.690 2.343  0.23
H17 2.851 0.225 -0.065  0.26
H18 4.481 0.873 -0.323  0.24
H19 3.953 -0.577 -1.181  0.21
H20 5.332 -3.632 0.749  0.26
H21 3.478 -5.476 0.666  0.24
C18 3.060 3.743 -0.548  -0.62
C19 1.607 3.854 -0.143  -0.07
O2 0.769 3.142 -1.011  -0.55
C20 -0.544 3.293 -0.613  0.69
C21 -1.447 2.416 -1.204  -0.86
S1 -3.182 2.251 -0.789  2.08
C22 -3.806 2.750 -2.395  -0.19
C23 -4.078 4.077 -2.624  -0.22
C24 -4.564 4.476 -3.853  -0.21
C25 -4.768 3.543 -4.849  -0.22
C26 -4.500 2.209 -4.611  -0.22
C27 -4.015 1.814 -3.380  -0.24
O3 -3.399 0.763 -0.708  -0.99
O4 -3.809 3.203 0.197  -0.91
O5 -0.875 4.136 0.231  -0.71
H22 3.715 4.342 0.088  0.21
H23 3.391 2.707 -0.491  0.18
H24 3.192 4.067 -1.582  0.21
H25 1.431 3.447 0.863  0.17
H26 1.239 4.888 -0.144  0.20
H27 -1.072 1.739 -1.941  0.22
H28 -3.929 4.788 -1.827  0.24
H29 -4.770 5.517 -4.037  0.21
H30 -5.144 3.854 -5.812  0.20
H31 -4.655 1.480 -5.390  0.20
H32 -3.820 0.774 -3.171  0.23

Computed properties:
HOMO energy (eV): -5.5
Frontier orbital gap (eV): 3.2
M (g mol⁻¹): 496.63
E_LUMO (eV): -2.25

***

(4)
The following is a quantum chemistry calculation of a structure of composition C26H18F5N4O3RbS, from the Open Molecules 2025 dataset.

Last column: natural (NBO) charge in e.
Geometry (Å):
Rb1 -0.270 0.106 -0.142  0.94
O1 0.953 -0.566 3.303  -0.75
C1 0.606 0.440 2.642  0.53
N1 -0.592 0.927 2.403  -0.70
C2 -1.680 0.318 3.055  0.22
C3 -1.680 0.262 4.458  -0.23
C4 -2.755 -0.211 5.186  -0.26
C5 -3.884 -0.659 4.511  -0.27
C6 -3.900 -0.625 3.129  -0.21
C7 -2.822 -0.153 2.366  0.10
N2 -2.883 -0.289 0.955  -0.68
C8 -3.961 0.197 0.374  0.56
O2 -4.886 0.919 0.815  -0.75
C9 -4.214 -0.314 -1.048  0.20
C10 -5.543 -0.671 -1.319  -0.23
C11 -5.884 -1.186 -2.550  -0.19
C12 -4.896 -1.301 -3.522  -0.29
C13 -3.623 -0.884 -3.191  0.02
N3 -3.271 -0.413 -1.989  -0.48
C14 1.775 1.185 1.965  0.14
C15 3.052 0.934 2.468  -0.24
C16 4.143 1.562 1.894  -0.19
C17 3.940 2.389 0.800  -0.28
C18 2.640 2.561 0.348  0.04
N4 1.579 1.998 0.922  -0.45
H1 -0.786 0.610 4.961  0.20
H2 -2.711 -0.232 6.271  0.18
H3 -4.746 -1.031 5.057  0.18
H4 -4.776 -0.967 2.592  0.20
H5 -6.270 -0.512 -0.535  0.24
H6 -6.905 -1.486 -2.761  0.20
H7 -5.107 -1.686 -4.511  0.20
H8 -2.831 -0.922 -3.934  0.18
H9 3.139 0.233 3.286  0.25
H10 5.142 1.386 2.277  0.20
H11 4.760 2.865 0.277  0.21
H12 2.447 3.159 -0.537  0.20
F1 6.192 -1.880 1.561  -0.31
C19 5.559 -1.282 0.535  0.21
C20 4.227 -1.542 0.276  0.31
F2 3.565 -2.409 1.046  -0.30
C21 3.596 -0.907 -0.775  0.27
F3 2.302 -1.210 -0.968  -0.33
C22 4.220 0.016 -1.623  -0.24
S1 3.406 0.814 -2.923  -0.48
C23 5.572 0.236 -1.320  0.28
F4 6.290 1.104 -2.047  -0.32
C24 6.228 -0.387 -0.277  0.25
F5 7.524 -0.119 -0.030  -0.32
C25 0.196 -0.873 -3.816  -0.65
C26 -0.268 0.561 -4.015  -0.06
O3 -0.812 1.128 -2.829  -0.76
H13 0.541 -1.300 -4.763  0.20
H14 -0.610 -1.501 -3.432  0.19
H15 1.043 -0.890 -3.129  0.25
H16 -0.998 0.623 -4.835  0.13
H17 0.590 1.180 -4.284  0.19
H18 -1.662 0.697 -2.626  0.49

Computed properties:
HOMO energy (eV): -1.7
Net charge: -2
Frontier orbital gap (eV): 5.6
M (g mol⁻¹): 646.98
E_LUMO (eV): 3.90

***

(5)
The following is a quantum chemistry calculation of a structure of composition C23H26CdN8O5S3, from the Open Molecules 2025 dataset.

Last column: natural (NBO) charge in e.
Geometry (Å):
Cd1 1.164 0.708 -0.333  1.61
N1 2.801 -3.527 -0.099  -0.56
C1 2.773 -2.203 -0.287  0.38
N2 2.249 -1.349 0.530  -0.63
C2 1.591 -1.812 1.657  0.42
N3 0.950 -1.028 2.460  -0.35
N4 0.901 0.261 1.994  -0.33
C3 0.429 1.132 2.782  0.09
C4 0.331 2.523 2.318  0.17
C5 -0.190 3.505 3.144  -0.22
C6 -0.285 4.799 2.659  -0.15
C7 0.151 5.063 1.374  -0.26
C8 0.668 4.017 0.621  0.08
N5 0.761 2.779 1.079  -0.49
C9 1.602 -3.250 1.940  -0.15
C10 0.990 -3.799 3.068  -0.13
C11 0.994 -5.163 3.266  -0.22
C12 1.606 -6.003 2.334  -0.17
C13 2.213 -5.481 1.212  -0.26
C14 2.207 -4.102 1.021  0.25
H1 3.170 -4.116 -0.827  0.42
H2 3.238 -1.841 -1.194  0.22
H3 0.097 0.868 3.783  0.19
H4 -0.528 3.248 4.139  0.22
H5 -0.698 5.587 3.276  0.22
H6 0.095 6.058 0.953  0.22
H7 1.019 4.167 -0.391  0.21
H8 0.510 -3.128 3.766  0.24
H9 0.516 -5.585 4.139  0.22
H10 1.602 -7.074 2.487  0.22
H11 2.682 -6.127 0.480  0.22
O1 -1.658 0.027 -2.500  -1.06
S1 -0.967 -1.004 -1.723  2.25
O2 -0.723 -0.510 -0.322  -1.13
O3 -1.601 -2.299 -1.721  -0.98
S2 0.927 -1.110 -2.528  -0.80
C15 1.494 5.117 -3.167  -0.41
N6 0.887 3.847 -3.512  -0.36
C16 -0.172 3.685 -4.392  -0.09
C17 -0.429 2.362 -4.459  -0.05
N7 0.477 1.739 -3.642  -0.54
C18 1.267 2.635 -3.045  0.29
S3 2.506 2.336 -1.891  -0.42
H12 0.716 5.834 -2.911  0.21
H13 2.083 5.498 -4.000  0.21
H14 2.150 4.962 -2.315  0.24
H15 -0.635 4.524 -4.881  0.23
H16 -1.179 1.808 -4.994  0.25
H17 0.532 0.723 -3.419  0.47
O4 -2.087 2.232 0.664  -0.61
C19 -2.335 2.486 -0.485  0.81
O5 -1.391 2.808 -1.379  -0.71
C20 -3.765 2.523 -1.022  -0.18
N8 -3.805 3.069 -2.390  -0.65
C21 -4.758 2.271 -3.184  -0.21
C22 -4.621 0.874 -2.596  -0.43
C23 -4.430 1.132 -1.098  -0.40
H18 -4.300 3.157 -0.310  0.21
H19 -1.898 2.900 -2.223  0.52
H20 -4.062 4.047 -2.385  0.37
H21 -4.495 2.312 -4.242  0.20
H22 -5.782 2.649 -3.072  0.16
H23 -3.738 0.382 -2.998  0.26
H24 -5.494 0.254 -2.798  0.21
H25 -3.822 0.371 -0.613  0.25
H26 -5.394 1.171 -0.589  0.20

Computed properties:
HOMO energy (eV): -7.4
Frontier orbital gap (eV): 7.0
M (g mol⁻¹): 703.12
E_LUMO (eV): -0.36

***

(6)
The following is a quantum chemistry calculation of a cluster of 2 separate species, CCl3NO in total, from the Open Molecules 2025 dataset.

Last column: natural (NBO) charge in e.
Geometry (Å):
C1 0.751 0.175 -0.080  -0.19
N1 -1.888 0.273 0.606  0.24
O1 -2.350 -0.799 0.479  -0.18
Cl1 1.019 -1.472 0.193  0.08
Cl2 1.859 1.307 0.623  0.06
Cl3 0.610 0.516 -1.822  0.00

Computed properties:
HOMO energy (alpha / beta) (eV): -9.1 / -9.1
Frontier orbital gap (alpha / beta) (eV): 8.8 / 8.0
M (g mol⁻¹): 148.38
E_LUMO (alpha / beta) (eV): -0.27 / -1.08